1.
18
Properties=species:S:1:pos:R:3:lowdin_charge:R:1 method="wB97M-V/def2-TZVPD" de_lowest_kj_mol=342.1 charge=+1 energy_ha=-327.0707 homo_lumo_gap_ev=8.404
C 3.580 -0.261 -0.219 0.225
C 2.562 0.278 0.129 -0.035
C -1.398 -0.573 -0.307 -0.134
C -0.414 -1.198 0.840 -0.043
C -0.338 1.247 -1.796 0.051
C 1.317 0.647 0.772 -0.044
C -1.020 0.850 -0.694 -0.207
N 0.301 0.051 1.407 0.068
H 4.526 -0.699 -0.470 0.074
H -1.271 -1.381 -1.151 0.154
H -2.405 -0.602 0.117 0.107
H -0.984 -1.566 1.632 0.093
H 0.319 -1.894 0.419 0.127
H -0.084 2.297 -1.996 0.082
H -0.053 0.592 -2.576 0.060
H 1.280 1.755 0.740 0.151
H -1.460 1.547 0.045 0.116
H -0.372 0.698 1.815 0.156

2.
18
Properties=species:S:1:pos:R:3:lowdin_charge:R:1 method="wB97M-V/def2-TZVPD" de_lowest_kj_mol=520.3 charge=+1 energy_ha=-327.0029 homo_lumo_gap_ev="6.904 / 6.903"
C 2.828 0.859 0.627 0.203
C 2.066 -0.166 0.061 -0.036
C 3.626 0.084 -0.284 0.025
C -0.401 -0.669 -0.296 -0.149
C 1.032 -1.032 -0.283 0.117
C -3.029 0.191 0.658 -0.090
C -2.273 0.679 -0.528 -0.298
N -0.932 0.403 -0.654 0.064
H 3.069 1.388 1.461 0.107
H 3.760 0.212 -1.335 0.123
H 4.489 -0.470 -0.068 0.103
H -0.897 -1.536 0.248 0.160
H 1.402 -2.025 -0.549 0.144
H -4.016 0.566 0.802 0.084
H -3.218 -0.856 0.667 0.065
H -2.400 0.280 1.484 0.062
H -2.253 1.773 -0.483 0.120
H -2.852 0.321 -1.529 0.195

3.
19
Properties=species:S:1:pos:R:3:lowdin_charge:R:1 method="wB97M-V/def2-TZVPD" de_lowest_kj_mol=667.9 charge=0 energy_ha=-381.9978 homo_lumo_gap_ev=8.207
C 0.594 -0.603 -0.109 -0.221
C -0.304 -1.892 -0.221 -0.090
C -1.595 -1.264 0.256 -0.148
C -1.519 0.235 0.084 -0.312
C -2.534 1.192 -0.035 0.074
C -0.214 0.680 0.095 -0.236
C 0.565 1.821 -0.132 0.074
H 2.079 0.866 1.014 0.163
H 3.705 0.189 0.617 0.150
H 0.235 -2.585 0.371 0.098
H -0.267 -2.074 -1.283 0.112
H -1.631 -1.330 1.228 0.052
H -2.662 -1.724 -0.147 0.181
H -2.175 2.134 -0.545 0.063
H -3.714 1.224 0.018 0.093
H 1.741 1.657 -0.150 0.028
H 0.283 2.951 -0.194 0.092
N 2.710 0.416 0.055 -0.134
N 1.924 -0.747 -0.135 -0.039

4.
19
Properties=species:S:1:pos:R:3:lowdin_charge:R:1 method="wB97M-V/def2-TZVPD" de_lowest_kj_mol=548.1 charge=0 energy_ha=-382.0434 homo_lumo_gap_ev="6.688 / 7.327"
C -3.051 -0.236 -0.297 -0.149
C -2.264 -1.191 0.235 -0.162
C -2.555 1.081 -0.356 -0.301
C -0.908 -1.171 0.509 -0.170
C 1.007 0.150 0.151 -0.398
C 1.311 1.623 0.172 -0.047
C 2.009 -0.796 -0.163 -0.044
N -1.424 1.613 -0.108 0.175
N -0.251 -0.051 0.275 0.042
H -4.151 -0.504 -0.181 0.117
H -2.636 -2.279 0.317 0.128
H -3.390 1.893 -0.543 0.141
H -0.400 -1.964 1.272 0.164
H 2.298 1.753 0.674 0.091
H 1.539 1.956 -0.905 0.118
H 0.555 2.166 0.565 -0.002
H 1.454 -1.796 -0.093 0.100
H 2.532 -0.568 -1.072 0.084
H 2.859 -0.893 0.575 0.111

5.
20
Properties=species:S:1:pos:R:3:lowdin_charge:R:1 method="wB97M-V/def2-TZVPD" de_lowest_kj_mol=279.4 charge=0 energy_ha=-457.4024 homo_lumo_gap_ev=9.443
C 2.075 0.693 0.667 -0.104
C 1.055 -0.822 -1.148 -0.165
C -0.198 1.373 0.337 -0.414
C 2.144 0.015 -0.666 -0.159
C -0.880 -0.079 0.122 -0.472
C -2.289 0.164 -0.576 0.002
C -0.950 -0.907 1.338 -0.030
N 0.985 1.240 1.021 0.156
N -0.141 -0.855 -0.807 0.102
O -0.610 2.370 -0.152 0.125
H 3.025 0.564 1.314 0.144
H 1.366 -1.560 -1.931 0.128
H 2.145 0.807 -1.366 0.114
H 3.156 -0.542 -0.652 0.142
H -2.729 -0.581 -1.072 0.028
H -2.103 0.943 -1.307 0.076
H -3.017 0.586 0.140 0.096
H -1.714 -0.446 1.890 0.082
H -0.067 -1.129 1.865 0.077
H -1.253 -1.834 0.983 0.074

6.
20
Properties=species:S:1:pos:R:3:lowdin_charge:R:1 method="wB97M-V/def2-TZVPD" de_lowest_kj_mol=598.0 charge=0 energy_ha=-457.2810 homo_lumo_gap_ev=9.732
C 1.226 -0.976 0.205 -0.169
C 0.407 -0.857 1.418 -0.096
C -1.574 0.887 -0.551 -0.028
C -0.700 -0.192 -1.108 -0.225
C -1.544 -0.552 0.060 -0.228
C 0.769 -0.140 -0.918 -0.349
C -0.926 -0.774 1.344 -0.070
N 1.211 1.213 -0.973 0.119
N 1.601 1.799 0.067 -0.183
O 1.954 2.995 0.134 -0.051
H 2.232 -0.993 0.270 0.088
H 0.914 -1.991 -0.114 0.152
H 0.863 -1.381 2.212 0.096
H 1.233 1.406 0.959 0.169
H -1.295 1.754 -0.057 0.078
H -2.379 1.145 -1.300 0.122
H -1.102 -0.740 -1.972 0.152
H -2.509 -1.158 0.034 0.163
H 1.240 -0.682 -1.818 0.169
H -1.621 -0.764 2.107 0.091

7.
20
Properties=species:S:1:pos:R:3:lowdin_charge:R:1 method="wB97M-V/def2-TZVPD" de_lowest_kj_mol=442.9 charge=0 energy_ha=-457.3401 homo_lumo_gap_ev=7.961
C -0.281 2.094 -0.240 -0.117
C -0.541 1.675 0.985 -0.125
C -0.368 1.157 -1.351 -0.091
C -0.825 0.294 1.384 -0.166
C -0.724 -0.141 -1.086 -0.040
C -0.854 -0.674 0.285 -0.338
C 2.725 -0.029 -0.010 -0.119
N -0.665 -2.936 -0.240 0.001
N -0.787 -1.895 0.692 -0.012
O 3.763 -0.286 -0.553 -0.007
H -0.096 3.163 -0.483 0.116
H -0.551 2.333 1.820 0.099
H -0.380 1.500 -2.391 0.109
H -1.863 0.324 1.956 0.162
H -0.904 -0.821 -1.983 0.117
H 2.125 0.555 -0.711 0.065
H 2.493 -0.306 0.987 0.073
H -0.650 -2.408 -1.110 0.028
H -1.410 -3.645 -0.298 0.090
H -0.207 0.047 2.347 0.155

8.
22
Properties=species:S:1:pos:R:3:lowdin_charge:R:1 method="wB97M-V/def2-TZVPD" de_lowest_kj_mol=230.0 charge=0 energy_ha=-607.9098 homo_lumo_gap_ev=8.374
C 1.834 -0.929 0.062 -0.313
C -0.141 -1.959 0.395 -0.079
C -0.825 -0.722 0.116 -0.125
C -2.361 -0.690 0.269 -0.255
C -0.143 0.433 -0.160 -0.104
C -0.693 1.877 -0.286 -0.227
C 1.240 0.383 -0.283 -0.226
H 3.645 -1.812 -0.202 0.127
H 3.496 -0.027 -0.232 0.070
H -0.687 -2.856 0.718 0.125
H -2.702 -1.165 1.185 0.120
H -2.689 0.363 0.302 0.106
H -2.820 -1.230 -1.635 0.150
H 0.001 2.506 -0.867 0.120
H -1.560 1.646 -0.938 0.127
H -0.086 2.634 1.445 0.165
H 2.355 1.848 0.031 0.089
N 3.212 -0.920 0.135 0.114
N 1.162 -2.023 0.359 0.101
O -3.208 -1.252 -0.672 -0.093
O -0.999 2.474 0.942 -0.064
O 1.970 1.422 -0.684 0.069

9.
21
Properties=species:S:1:pos:R:3:lowdin_charge:R:1 method="wB97M-V/def2-TZVPD" de_lowest_kj_mol=573.7 charge=0 energy_ha=-855.4538 homo_lumo_gap_ev="8.298 / 7.977"
C -2.780 1.994 0.631 -0.117
C -2.502 1.672 -0.707 -0.056
C -1.887 1.616 1.642 -0.110
C -1.218 1.114 -1.051 -0.083
C -0.630 0.979 1.331 -0.113
C -0.367 0.775 -0.015 -0.043
C 1.642 -2.463 0.711 -0.167
N 2.255 -0.596 -2.545 -0.235
N 1.620 -2.117 -0.713 -0.233
O 3.188 -0.086 -0.188 -0.400
S 2.075 -0.480 -1.036 0.724
H -3.677 2.462 1.081 0.109
H -3.304 1.906 -1.305 0.068
H -2.207 1.825 2.756 0.133
H -0.794 0.833 -1.936 0.054
H 0.097 0.622 2.176 0.130
H 1.539 -3.498 0.988 0.070
H 2.589 -2.130 1.279 0.110
H 0.786 -2.030 1.141 0.036
H 2.833 0.028 -3.120 0.031
H 0.741 -2.424 -1.119 0.092

10.
20
Properties=species:S:1:pos:R:3:lowdin_charge:R:1 method="wB97M-V/def2-TZVPD" de_lowest_kj_mol=463.5 charge=+1 energy_ha=-436.5897 homo_lumo_gap_ev="6.955 / 7.448"
C 2.896 1.779 0.639 -0.093
C 0.111 -0.349 0.259 -0.030
C 1.367 0.234 0.360 -0.146
C 0.838 2.146 1.834 0.167
C -1.328 -0.297 0.529 -0.051
C -0.746 -1.351 -0.350 -0.274
C -1.132 -1.296 -1.801 -0.027
N 3.392 0.925 -0.141 0.149
N 2.478 -0.059 -0.374 0.106
N 1.616 1.432 1.063 -0.037
H 3.382 2.503 1.181 0.123
H -0.155 1.834 2.333 0.149
H 1.418 3.112 2.203 0.155
H -1.781 -0.701 1.391 0.106
H -2.026 0.386 -0.007 0.143
H -0.776 -2.351 0.116 0.163
H -1.309 -0.221 -1.989 0.103
H -1.933 -1.937 -2.014 0.076
H -0.433 -1.591 -2.518 0.060
H 2.707 -0.901 -0.811 0.158

11.
20
Properties=species:S:1:pos:R:3:lowdin_charge:R:1 method="wB97M-V/def2-TZVPD" de_lowest_kj_mol=340.3 charge=+1 energy_ha=-436.6366 homo_lumo_gap_ev="7.027 / 7.027"
C 0.694 -0.086 1.202 0.103
C -1.957 0.244 -0.513 -0.160
C 2.603 -1.408 -1.419 -0.097
C 0.912 -0.264 -1.286 -0.022
C 1.180 -0.650 0.053 -0.195
C -0.354 0.970 1.293 -0.177
C -2.739 1.159 0.370 -0.045
N 1.831 -0.628 -2.136 0.150
N 2.308 -1.481 -0.125 0.148
N -1.291 1.244 0.252 -0.118
H 1.023 -0.484 2.203 0.159
H -1.940 0.457 -1.523 0.074
H 3.447 -1.865 -1.929 0.159
H -0.795 0.682 2.309 0.157
H 0.275 1.874 1.529 0.168
H -3.218 2.035 -0.017 0.117
H -1.816 -0.871 -0.450 0.141
H -3.080 0.747 1.249 0.088
H 2.770 -2.086 0.614 0.219
H 0.146 0.410 -1.676 0.132

12.
22
Properties=species:S:1:pos:R:3:lowdin_charge:R:1 method="wB97M-V/def2-TZVPD" de_lowest_kj_mol=203.0 charge=+1 energy_ha=-587.1687 homo_lumo_gap_ev=9.486
C -1.356 -0.879 1.142 -0.003
C -1.940 -2.077 0.743 -0.107
C -0.575 -0.460 0.074 -0.260
C 2.383 -1.437 0.858 -0.385
C 0.819 1.045 -1.411 -0.055
C -0.553 1.608 -1.412 0.020
C 0.001 0.816 -0.221 -0.349
N -1.623 -2.298 -0.508 0.081
N -0.837 -1.299 -0.914 0.069
N 0.553 1.618 0.962 0.260
O 2.577 -2.276 0.147 0.307
O 2.259 -0.490 1.546 0.158
H -1.246 -0.613 2.113 0.075
H -2.732 -2.508 1.293 0.113
H 1.076 0.282 -2.176 0.150
H 1.494 1.782 -1.336 0.081
H -0.791 2.549 -1.178 0.079
H -1.264 1.028 -1.977 0.129
H -0.353 -1.470 -1.700 0.122
H 1.483 1.090 1.168 0.157
H -0.131 1.369 1.704 0.168
H 0.757 2.621 1.078 0.191